ORCA calculation (wB97M-V/def2-TZVPD) on an isolated ion of composition C8H7O2Se and charge -1.

Output
E in Ha: -2860.9865
Total charge: -1
Orbital gap in eV: 6.97
Energy relative to the best compared isomer or geometry (same formula, charge and spin) in kcal per mole: 3.4

Each line ends with the natural charge from an NBO analysis.
Positions of all 18 atoms, in Å:
C 0.47048 1.40364 1.63678  -0.238
C 1.47225 1.04898 0.76086  -0.222
C -0.68075 0.77812 1.51755  -0.233
C 1.15927 0.24097 -0.31879  -0.206
C -1.06335 0.02470 0.41471  -0.189
C -0.08543 -0.29587 -0.56710  -0.055
C -1.70787 -1.32436 -2.16309  0.775
C -0.29784 -1.18098 -1.67105  -0.388
O -2.56021 -2.19528 -1.53308  -0.734
O -2.13050 -0.68556 -3.06305  -0.603
Se 0.30608 -3.30802 -0.84498  -0.673
H 0.64153 2.20250 2.46552  0.196
H 2.51338 1.30658 0.83175  0.203
H -1.45814 1.08735 2.21135  0.192
H 1.86114 -0.21530 -1.04593  0.212
H -2.23829 -0.21598 0.39936  0.222
H 0.37873 -0.90191 -2.52162  0.232
H -1.97811 -2.86218 -1.11749  0.508

Forces on the atoms, in the same order (eV/Å):
3.71 2.59 2.24
0.72 -0.42 -1.39
-4.27 -0.04 -0.27
1.02 -1.10 -0.87
-2.04 -0.61 -0.21
-2.14 0.89 2.63
-0.32 -1.37 1.43
1.00 -2.84 -0.88
0.77 0.57 -0.42
-0.65 1.44 -1.76
-0.55 2.17 -0.99
-0.20 -1.71 -1.41
0.16 0.58 0.34
-0.16 -0.31 0.02
0.38 0.95 0.78
3.04 0.01 -0.40
-0.75 -0.60 0.70
0.28 -0.20 0.45

ORCA calculation (wB97M-V/def2-TZVPD) on a single C8H8 molecule.

Output
E in Ha: -309.4322
Orbital gap (spin up / spin down) in eV: 7.69 / 7.69
Energy relative to the best compared isomer or geometry (same formula, charge and spin) in kcal per mole: 114.0

Each line ends with the natural charge from an NBO analysis.
Positions of all 16 atoms, in Å:
C -0.21659 1.06797 -1.27260  -0.172
C 0.67932 0.77944 -0.19633  -0.183
C -1.34806 0.49282 -1.86073  -0.230
C -1.47010 -0.82922 -1.41417  -0.160
C -0.55620 -1.66045 -0.48750  -0.201
C 0.53800 -0.08603 0.94233  -0.032
C 0.14088 -1.39345 0.73896  -0.105
C 1.21074 0.27083 2.27080  -0.643
H 0.09275 2.01744 -1.76857  0.203
H 1.56385 1.42240 -0.23561  0.205
H -2.02767 1.07934 -2.46176  0.240
H -2.29084 -1.42605 -1.46286  0.201
H -0.45465 -2.73097 -0.70298  0.200
H 0.47716 -0.08088 3.12387  0.233
H 1.43766 1.29294 2.39978  0.209
H 2.22376 -0.21614 2.38738  0.235

Forces on the atoms, in the same order (eV/Å):
2.65 2.20 0.30
-0.91 0.68 -1.24
0.81 -2.93 3.17
2.17 0.31 2.23
0.57 0.60 0.94
1.42 -0.06 0.26
-2.00 1.05 -3.32
-1.02 -1.79 1.00
-0.05 -0.65 0.37
-0.33 0.11 0.32
-0.01 -0.43 -0.18
-2.69 -1.38 -1.62
-0.76 0.33 -0.60
1.68 0.57 -1.50
-0.20 1.41 0.03
-1.31 -0.02 -0.16

ORCA calculation (wB97M-V/def2-TZVPD) on a single C8H8 molecule.

Output
E in Ha: -309.5065
Orbital gap in eV: 6.98
Energy relative to the best compared isomer or geometry (same formula, charge and spin) in kcal per mole: 67.3

Each line ends with the natural charge from an NBO analysis.
Positions of all 16 atoms, in Å:
C 1.93661 -1.38878 -0.10818  -0.388
C 0.74120 -0.73878 -0.10671  -0.040
C -0.51712 -1.52030 0.02495  -0.168
C -1.74631 -0.89456 0.13934  -0.238
C -1.87554 0.50001 -0.02729  -0.208
C -0.82455 1.47924 -0.05994  -0.189
C 0.48723 0.78910 -0.06201  -0.097
C 1.51682 1.69264 0.10536  -0.338
H 1.87926 -2.47247 0.14374  0.207
H 2.74693 -0.76868 0.14632  0.201
H -0.35071 -2.58479 0.08910  0.208
H -2.68103 -1.34388 0.26263  0.218
H -2.92584 0.82556 -0.36470  0.206
H -0.82090 2.52896 -0.21780  0.226
H 2.64326 1.48558 0.06684  0.203
H 1.19902 2.81831 0.44075  0.196

Forces on the atoms, in the same order (eV/Å):
-2.54 0.03 1.21
-1.66 0.55 -0.13
-0.88 1.25 0.18
3.47 -0.86 -0.59
-0.14 5.61 -1.52
-1.93 -6.66 -0.08
2.90 1.82 0.90
0.02 1.21 0.73
0.54 0.96 -0.60
1.52 0.10 -0.28
-0.45 -0.21 0.02
-0.93 -1.40 0.21
1.51 -0.24 1.12
-0.57 0.51 -0.07
-1.91 0.19 0.12
1.06 -2.85 -1.22

ORCA calculation (wB97M-V/def2-TZVPD) on a single C8H8 molecule.

Output
E in Ha: -309.5214
Orbital gap in eV: 9.01
Energy relative to the best compared isomer or geometry (same formula, charge and spin) in kcal per mole: 58.0

Each line ends with the natural charge from an NBO analysis.
Positions of all 16 atoms, in Å:
C -1.33633 -1.07200 0.23538  -0.484
C -1.86814 0.17656 -0.42121  -0.178
C -1.14314 1.20147 -0.09548  -0.179
C 0.10881 0.78043 0.53007  -0.355
C 1.50940 1.09926 -0.02487  -0.171
C 2.06093 -0.14021 -0.23423  -0.221
C 1.22648 -1.21719 -0.16721  -0.245
C 0.08653 -0.75962 0.45770  0.076
H -1.72981 -1.22549 1.29237  0.224
H -1.53625 -1.97025 -0.46207  0.215
H -2.72065 0.19503 -1.12309  0.216
H -1.29036 2.30148 -0.52099  0.219
H 0.23470 1.09872 1.61217  0.245
H 2.04336 2.02877 -0.04347  0.215
H 3.08335 -0.33719 -0.45013  0.203
H 1.27110 -2.15979 -0.58495  0.218

Forces on the atoms, in the same order (eV/Å):
-1.32 -2.69 0.09
-1.85 -1.21 -0.49
0.62 4.24 -1.97
2.71 -0.08 2.33
-0.43 -2.44 0.05
2.86 3.47 -0.85
-4.79 0.41 2.89
0.56 1.20 -2.43
-0.49 -0.14 -1.44
0.33 1.01 1.51
0.32 -0.08 0.79
0.25 -2.51 1.14
-0.36 -0.13 -0.71
-0.02 0.28 0.19
0.95 0.47 -0.41
0.66 -1.80 -0.68

ORCA calculation (wB97M-V/def2-TZVPD) on C8H8AsCsF6N6O6 as an isolated structure.

Output
E in Ha: -3944.8778
Total charge: -1
Spin multiplicity: 2
Orbital gap (spin up / spin down) in eV: 7.73 / 5.57
Energy relative to the best compared isomer or geometry (same formula, charge and spin) in kcal per mole: 26.4

Each line ends with the natural charge from an NBO analysis.
Positions of all 36 atoms, in Å:
Cs -0.18651 -1.25566 -0.24216  0.970
N 3.66976 -0.92364 -0.11213  -0.648
N 4.28454 -2.14097 0.11909  -0.418
C 3.61999 -3.30324 -0.06877  0.612
N 4.26994 -4.43289 0.25773  -0.803
N 2.41101 -3.18989 -0.59317  -0.465
N 1.64364 -4.30680 -0.73524  0.621
O 2.01075 -5.44706 -0.43559  -0.474
O 0.54096 -4.07773 -1.19755  -0.401
H 4.04782 -0.41335 -0.89703  0.387
H 3.59694 -0.34119 0.71049  0.392
H 5.23157 -2.18365 0.46442  0.364
H 5.12651 -4.38289 0.77783  0.391
H 3.74130 -5.29106 0.20300  0.445
O -7.17452 2.35305 0.48021  -0.526
C -6.36909 3.16826 0.13983  0.846
O -6.15553 4.29423 -0.22456  -0.519
C -4.71561 2.37493 0.17298  0.093
C -3.60019 3.17283 0.15788  -0.316
C -2.38986 2.48471 0.18450  0.057
N -2.30476 1.16022 0.24300  -0.443
C -3.42257 0.44086 0.25358  0.154
C -4.70290 1.01283 0.20265  -0.285
C -3.24849 -1.08871 0.28707  0.712
O -3.68086 -1.69425 -0.70345  -0.713
O -2.57889 -1.50813 1.25800  -0.776
H -3.64026 4.24874 0.10832  0.249
H -1.45202 3.03070 0.15478  0.222
H -5.58391 0.39111 0.19386  0.261
F 1.44563 1.13008 -0.19734  -0.660
As 2.43102 2.57464 -0.16806  2.840
F 3.52290 1.81950 -1.30849  -0.646
F 1.48989 3.21444 -1.46945  -0.626
F 3.40317 3.99924 -0.13931  -0.622
F 1.34861 3.25686 0.99827  -0.627
F 3.37003 1.85389 1.12482  -0.648

Forces on the atoms, in the same order (eV/Å):
0.18 0.13 -0.12
-0.22 -0.04 -0.03
0.04 -0.01 0.06
0.13 0.10 0.02
0.08 0.07 0.02
-0.14 -0.22 0.10
-0.18 0.19 -0.26
0.13 0.02 0.06
-0.01 -0.35 0.00
0.06 0.02 0.03
0.09 0.03 0.01
0.01 0.02 -0.02
0.00 0.01 0.02
-0.03 0.02 -0.03
-0.01 -0.03 0.03
0.07 0.12 -0.06
-0.04 -0.02 0.02
-0.04 -0.07 0.02
0.00 0.02 0.00
0.06 0.00 0.01
-0.09 -0.06 -0.01
-0.05 0.00 -0.01
0.08 -0.02 0.00
0.19 -0.01 0.09
-0.11 0.05 0.00
-0.26 -0.01 0.05
-0.03 0.01 0.00
0.00 0.01 0.00
-0.02 0.03 0.00
0.02 -0.07 -0.01
-0.07 0.10 0.00
-0.02 0.01 0.02
0.00 0.00 -0.02
0.12 -0.07 0.05
0.01 0.02 -0.01
0.02 0.01 -0.01